The following is a DFT calculation (ωB97M-V with the def2-TZVPD basis set) of a cluster of 8 separate species, C29H58Cl2O18 in total at a distorted geometry.

Results
- DFT total energy (Ha) = -3414.5440
- molar mass (g/mol) = 765.7
- spin multiplicity = 1
- relative energy (zero: lowest compared OMol25 entry of this formula, charge and spin) (kcal/mol) = 0.00
- max |F| (eV/A) = 1.7
- SMILES = CCOC(=O)OC.CCOC(=O)OC.CCOC(=O)OC.CCOC(=O)OC.CCOC(C)=O.CCOC(C)=O.CCOC(C)=O.ClCCl

Element x y z (Å)
1 C 0.046 4.836 -1.822
2 C -0.307 3.920 -0.655
3 O -1.515 4.390 -0.102
4 C -2.183 3.643 0.775
5 O -1.775 2.629 1.262
6 O -3.401 4.100 1.010
7 C -3.956 5.140 0.212
8 H 0.370 5.835 -1.530
9 H -0.770 4.858 -2.542
10 H 0.927 4.453 -2.346
11 H 0.526 3.823 0.044
12 H -0.499 2.924 -1.071
13 H -3.387 6.066 0.284
14 H -4.947 5.321 0.622
15 H -4.057 4.830 -0.827
16 C 7.068 0.077 1.435
17 C 6.291 -1.188 1.140
18 O 6.001 -1.829 2.385
19 C 4.786 -2.288 2.606
20 O 3.834 -2.241 1.874
21 O 4.797 -2.801 3.836
22 C 3.615 -3.417 4.308
23 H 7.486 0.527 0.530
24 H 7.954 -0.018 2.063
25 H 6.384 0.795 1.885
26 H 6.689 -1.832 0.358
27 H 5.317 -0.869 0.752
28 H 3.418 -4.383 3.837
29 H 2.783 -2.749 4.065
30 H 3.679 -3.558 5.382
31 C -4.506 5.196 -5.684
32 C -5.284 4.524 -4.567
33 O -4.360 3.758 -3.811
34 C -4.820 2.806 -3.007
35 O -5.960 2.589 -2.731
36 O -3.768 2.118 -2.607
37 C -3.863 1.071 -1.654
38 H -3.627 5.662 -5.239
39 H -5.103 6.012 -6.100
40 H -4.270 4.531 -6.512
41 H -6.080 3.860 -4.922
42 H -5.777 5.262 -3.925
43 H -3.807 1.479 -0.642
44 H -2.971 0.467 -1.790
45 H -4.786 0.501 -1.731
46 C -2.407 -7.955 2.625
47 C -2.875 -6.513 2.830
48 O -3.172 -6.223 4.198
49 C -2.180 -6.002 5.059
50 O -2.410 -5.663 6.180
51 O -0.988 -6.190 4.523
52 C 0.152 -5.930 5.313
53 H -1.476 -8.181 3.139
54 H -2.331 -8.132 1.555
55 H -3.171 -8.589 3.079
56 H -3.798 -6.369 2.273
57 H -2.171 -5.782 2.429
58 H -0.061 -6.128 6.366
59 H 0.464 -4.884 5.306
60 H 0.977 -6.565 5.008
61 C 0.446 -0.430 -0.797
62 C 0.650 -0.175 0.677
63 O 0.164 -1.357 1.332
64 C 0.496 -1.583 2.601
65 C -0.116 -2.855 3.137
66 O 1.120 -0.827 3.296
67 H -0.569 -0.794 -0.979
68 H 1.128 -1.207 -1.143
69 H 0.563 0.459 -1.418
70 H 1.723 -0.043 0.812
71 H 0.125 0.704 1.046
72 H -0.442 -2.634 4.157
73 H 0.597 -3.667 3.187
74 H -1.063 -3.090 2.652
75 C -0.465 2.056 -4.323
76 C -1.547 1.876 -5.385
77 O -0.925 1.337 -6.552
78 C -1.548 1.540 -7.717
79 C -1.020 0.673 -8.822
80 O -2.416 2.357 -7.902
81 H -0.879 2.602 -3.474
82 H 0.303 2.710 -4.734
83 H -0.116 1.072 -4.019
84 H -2.307 1.197 -4.988
85 H -2.074 2.801 -5.615
86 H -1.713 -0.175 -8.864
87 H -0.026 0.302 -8.588
88 H -1.121 1.152 -9.790
89 C 4.256 1.734 0.975
90 C 3.875 1.409 2.391
91 O 2.560 1.968 2.607
92 C 2.169 2.191 3.856
93 C 0.770 2.760 3.923
94 O 2.852 2.033 4.830
95 H 5.261 1.349 0.793
96 H 4.185 2.796 0.745
97 H 3.570 1.255 0.271
98 H 3.841 0.336 2.580
99 H 4.512 1.916 3.120
100 H 0.192 2.155 4.619
101 H 0.274 2.581 2.968
102 H 0.780 3.816 4.174
103 Cl 1.521 -5.204 -1.539
104 C 2.365 -4.715 -0.083
105 Cl 1.519 -5.339 1.366
106 H 3.366 -5.131 -0.089
107 H 2.420 -3.633 -0.025

=====

The following is a DFT calculation (ωB97M-V with the def2-TZVPD basis set) of a structure of composition C29H58FeN8O11 at a distorted geometry.

Results
- DFT total energy (Ha) = -3668.9286
- molar mass (g/mol) = 750.7
- spin multiplicity = 5
- max |F| (eV/A) = 4.9
- <S²> = 6.011

Element x y z (Å)
1 Fe -1.937 -1.253 0.644
2 O -0.082 -1.143 -0.522
3 C 0.948 -0.784 0.419
4 C 0.479 -0.020 1.729
5 O -0.808 -0.217 2.256
6 H 1.792 -0.257 -0.025
7 H 1.459 -1.671 0.793
8 H 0.553 1.054 1.559
9 H 1.170 -0.175 2.558
10 C -3.093 1.297 -1.150
11 O -2.681 0.647 -0.161
12 N -2.406 2.317 -1.667
13 C -3.094 3.243 -2.577
14 C -1.016 2.665 -1.225
15 H -4.035 1.044 -1.660
16 H -3.565 4.033 -1.991
17 H -3.958 2.836 -3.103
18 H -2.423 3.737 -3.279
19 H -0.583 2.131 -0.380
20 H -0.376 2.446 -2.079
21 H -0.929 3.729 -1.001
22 C -4.540 -0.607 2.668
23 O -3.599 -1.138 1.971
24 N -5.757 -0.326 2.171
25 C -6.879 0.205 2.986
26 C -6.176 -0.549 0.785
27 H -4.539 -0.401 3.749
28 H -6.424 0.958 3.630
29 H -7.408 -0.573 3.535
30 H -7.638 0.818 2.500
31 H -5.338 -0.949 0.214
32 H -6.975 -1.204 0.438
33 H -6.413 0.408 0.321
34 C 2.928 2.180 -1.287
35 O 3.223 1.868 -2.404
36 N 2.912 3.429 -0.830
37 C 2.303 3.731 0.467
38 C 3.303 4.640 -1.556
39 H 2.725 1.381 -0.558
40 H 1.463 4.424 0.531
41 H 2.976 4.172 1.203
42 H 2.048 2.825 1.018
43 H 3.889 4.326 -2.419
44 H 2.363 5.098 -1.866
45 H 3.810 5.379 -0.936
46 C -1.384 -0.733 -3.665
47 O -2.488 -1.013 -3.984
48 N -0.764 0.266 -4.385
49 C 0.571 0.832 -3.988
50 C -1.498 1.065 -5.388
51 H -0.698 -1.144 -2.907
52 H 0.631 1.594 -3.212
53 H 1.079 1.064 -4.924
54 H 1.135 0.015 -3.537
55 H -1.955 1.956 -4.959
56 H -0.847 1.415 -6.189
57 H -2.292 0.472 -5.843
58 C 2.427 -0.601 5.487
59 O 1.558 -1.338 5.720
60 N 3.409 -0.982 4.626
61 C 3.265 -2.155 3.753
62 C 4.554 -0.076 4.324
63 H 2.584 0.404 5.909
64 H 2.550 -2.863 4.171
65 H 4.192 -2.725 3.684
66 H 2.791 -1.881 2.810
67 H 4.684 0.738 5.036
68 H 5.532 -0.555 4.374
69 H 4.426 0.453 3.379
70 C 5.456 -1.747 -0.508
71 O 6.403 -2.369 -0.100
72 N 4.457 -2.291 -1.221
73 C 3.492 -1.508 -2.017
74 C 4.632 -3.725 -1.599
75 H 5.262 -0.673 -0.360
76 H 3.207 -0.511 -1.681
77 H 2.563 -2.053 -2.183
78 H 4.005 -1.515 -2.979
79 H 3.629 -4.102 -1.798
80 H 5.105 -3.812 -2.577
81 H 5.102 -4.338 -0.830
82 C -2.515 2.874 4.049
83 O -3.086 2.849 5.129
84 N -2.281 4.010 3.335
85 C -1.543 3.913 2.104
86 C -2.557 5.332 3.800
87 H -2.181 2.008 3.455
88 H -0.469 4.076 2.200
89 H -2.049 4.463 1.310
90 H -1.657 2.908 1.698
91 H -3.169 5.778 3.016
92 H -3.085 5.323 4.754
93 H -1.712 5.988 4.009
94 C -1.051 -5.048 -3.209
95 C -0.201 -4.215 -2.543
96 C 0.666 -4.693 -1.630
97 C 0.711 -6.086 -1.324
98 C -0.177 -6.915 -2.003
99 C -1.066 -6.424 -2.925
100 N 1.632 -6.701 -0.330
101 O 2.747 -6.311 -0.180
102 O 1.134 -7.629 0.364
103 H -1.722 -4.547 -3.890
104 H -0.246 -3.145 -2.686
105 H 1.374 -4.030 -1.154
106 H -0.253 -7.972 -1.794
107 H -1.690 -7.125 -3.459

=====

The following is a DFT calculation (ωB97M-V with the def2-TZVPD basis set) of a cluster of 8 separate species, C29H58O13 in total at a distorted geometry.

Results
- DFT total energy (Ha) = -2117.5176
- molar mass (g/mol) = 614.8
- spin multiplicity = 1
- relative energy (zero: lowest compared OMol25 entry of this formula, charge and spin) (kcal/mol) = 249.65
- max |F| (eV/A) = 8.2
- SMILES = CCOC(C)=O.CCOC(C)=O.CCOC(C)=O.CCOC(C)=O.CCOC(C)=O.CC(C)=O.CC(C)=O.CC(C)=O

Element x y z (Å)
1 C 18.893 17.109 44.933
2 C 20.369 16.714 45.074
3 O 20.516 16.355 46.435
4 C 21.741 16.186 46.941
5 C 21.528 15.507 48.293
6 O 22.821 16.412 46.442
7 H 18.125 16.345 45.263
8 H 18.664 17.300 43.841
9 H 18.812 17.989 45.469
10 H 20.565 15.840 44.385
11 H 20.944 17.518 44.893
12 H 22.407 15.707 49.035
13 H 20.980 14.721 48.160
14 H 20.798 16.101 48.798
15 C 19.223 10.907 42.099
16 C 18.779 10.761 43.575
17 O 19.020 11.989 44.217
18 C 18.542 12.261 45.364
19 C 19.002 13.566 46.085
20 O 17.708 11.417 45.907
21 H 20.235 11.174 41.852
22 H 18.819 11.813 41.851
23 H 18.966 10.017 41.599
24 H 17.644 10.606 43.734
25 H 19.461 9.906 44.058
26 H 19.886 13.369 46.926
27 H 18.189 14.035 46.589
28 H 19.225 14.064 45.147
29 C 16.715 12.377 35.373
30 C 16.652 11.029 36.057
31 O 17.920 11.076 36.809
32 C 18.199 10.145 37.730
33 C 19.592 10.339 38.309
34 O 17.328 9.292 38.169
35 H 15.819 12.762 34.735
36 H 17.498 12.458 34.671
37 H 16.667 13.218 36.032
38 H 15.690 10.790 36.522
39 H 16.493 10.174 35.550
40 H 19.635 11.006 39.146
41 H 20.383 10.420 37.584
42 H 19.689 9.373 38.824
43 C 25.513 10.002 48.575
44 C 24.351 10.821 48.172
45 O 23.222 10.051 47.713
46 C 22.031 10.653 47.358
47 C 21.014 9.633 46.880
48 O 21.869 11.819 47.414
49 H 26.314 10.717 48.606
50 H 25.854 9.259 48.078
51 H 25.217 9.455 49.401
52 H 24.043 11.411 49.028
53 H 24.536 11.352 47.292
54 H 21.374 8.734 47.482
55 H 21.139 9.431 45.864
56 H 20.029 9.773 47.210
57 C 23.671 13.082 44.170
58 C 22.692 11.903 43.951
59 O 23.001 11.270 42.856
60 C 22.685 10.042 42.644
61 C 22.853 9.757 41.125
62 O 22.233 9.160 43.364
63 H 23.637 13.847 43.363
64 H 24.814 12.823 43.890
65 H 23.765 13.411 45.117
66 H 22.734 11.273 44.799
67 H 21.672 12.190 44.116
68 H 22.319 10.438 40.520
69 H 22.599 8.702 40.883
70 H 23.814 10.012 40.792
71 C 19.842 14.899 39.162
72 C 20.163 15.372 40.638
73 C 20.557 14.143 41.520
74 O 20.331 16.650 40.911
75 H 20.676 14.206 38.584
76 H 19.680 15.833 38.696
77 H 18.821 14.609 39.165
78 H 20.900 14.532 42.431
79 H 21.192 13.282 40.960
80 H 19.590 13.893 41.815
81 C 20.822 6.061 42.386
82 C 19.888 6.644 41.295
83 C 20.050 5.906 39.993
84 O 18.929 7.579 41.459
85 H 21.800 6.394 42.312
86 H 20.741 4.925 42.621
87 H 20.497 6.539 43.349
88 H 21.125 6.019 39.699
89 H 19.414 6.330 39.420
90 H 19.696 4.830 40.144
91 C 14.391 11.861 44.653
92 C 14.973 10.518 44.226
93 C 14.887 9.362 45.144
94 O 15.379 10.257 42.988
95 H 13.235 11.973 44.858
96 H 14.661 12.537 43.813
97 H 15.202 12.246 45.387
98 H 15.861 8.984 45.458
99 H 14.416 8.564 44.649
100 H 14.216 9.523 46.066

=====

The following is a DFT calculation (ωB97M-V with the def2-TZVPD basis set) of a cluster of 2 separate species, C29H58O5S in total at a distorted geometry.

Results
- DFT total energy (Ha) = -1914.0286
- molar mass (g/mol) = 518.8
- spin multiplicity = 1
- max |F| (eV/A) = 2.9

Element x y z (Å)
1 C 9.976 2.697 2.368
2 C 9.438 4.173 2.223
3 C 8.504 4.399 0.964
4 C 8.720 3.376 -0.216
5 C 7.801 2.094 -0.043
6 C 7.306 1.499 -1.414
7 C 5.952 0.685 -1.279
8 C 6.109 -0.737 -1.933
9 C 4.684 -1.436 -1.998
10 C 4.688 -2.741 -1.124
11 C 3.236 -3.184 -0.650
12 C 3.298 -3.880 0.768
13 C 2.183 -3.355 1.754
14 C 0.758 -3.942 1.383
15 C -0.210 -4.099 2.615
16 C -1.451 -3.139 2.614
17 C -2.169 -2.995 1.232
18 C -3.425 -2.051 1.431
19 O -4.441 -2.337 0.409
20 S -5.462 -1.014 0.388
21 O -5.624 -0.442 1.764
22 O -7.026 -1.552 0.007
23 C -7.796 -0.314 -0.053
24 C -9.062 -0.458 -0.962
25 C -9.349 0.786 -1.879
26 C -8.964 2.172 -1.252
27 C -9.628 2.432 0.170
28 C -8.602 3.132 1.149
29 C -9.328 4.312 1.897
30 H 10.588 2.605 3.296
31 H 10.603 2.380 1.506
32 H 9.116 1.997 2.473
33 H 8.811 4.361 3.135
34 H 10.260 4.925 2.236
35 H 8.741 5.427 0.581
36 H 7.420 4.436 1.243
37 H 9.788 3.115 -0.380
38 H 8.366 3.891 -1.149
39 H 8.459 1.321 0.436
40 H 6.964 2.274 0.680
41 H 8.081 0.755 -1.730
42 H 7.266 2.258 -2.235
43 H 5.767 0.549 -0.187
44 H 5.098 1.200 -1.777
45 H 6.587 -0.716 -2.937
46 H 6.765 -1.329 -1.241
47 H 3.910 -0.702 -1.682
48 H 4.505 -1.721 -3.062
49 H 5.386 -2.655 -0.253
50 H 5.109 -3.567 -1.760
51 H 2.619 -2.259 -0.564
52 H 2.761 -3.848 -1.415
53 H 4.279 -3.636 1.253
54 H 3.229 -4.990 0.653
55 H 2.097 -2.247 1.592
56 H 2.457 -3.583 2.810
57 H 0.367 -3.311 0.556
58 H 0.927 -4.973 0.970
59 H 0.387 -3.846 3.532
60 H -0.495 -5.171 2.747
61 H -2.206 -3.594 3.315
62 H -1.197 -2.152 3.075
63 H -1.482 -2.404 0.572
64 H -2.431 -3.962 0.753
65 H -3.821 -2.188 2.458
66 H -3.082 -1.004 1.231
67 H -7.082 0.473 -0.423
68 H -8.112 0.003 0.965
69 H -9.931 -0.642 -0.282
70 H -8.991 -1.371 -1.605
71 H -8.736 0.668 -2.811
72 H -10.415 0.765 -2.218
73 H -9.401 2.954 -1.927
74 H -7.856 2.297 -1.206
75 H -10.522 3.092 0.045
76 H -10.003 1.483 0.627
77 H -8.243 2.350 1.864
78 H -7.734 3.568 0.597
79 H -8.571 4.810 2.547
80 H -9.615 5.061 1.114
81 H -10.240 4.000 2.449
82 O 0.430 -0.430 -0.716
83 C -0.481 -0.275 -1.478
84 O -1.737 0.058 -1.087
85 C -2.614 0.057 -2.225
86 C -1.707 0.238 -3.425
87 C -0.434 -0.460 -2.974
88 H -3.151 -0.896 -2.246
89 H -3.337 0.866 -2.129
90 H -2.128 -0.164 -4.346
91 H -1.508 1.301 -3.582
92 H -0.452 -1.528 -3.199
93 H 0.454 0.005 -3.396

=====

Among the records above, which one has the lowest molar mass?
C29H58O5S

=====

Which value of spin multiplicity does entry 3 give?
1